{
  "formula": "H20N2O11",
  "method": "ωB97M-V with the def2-TZVPD basis set",
  "max_force_ev_per_a": 8.5,
  "e_homo_ev": -9.7,
  "orbital_gap_ev": 7.891,
  "elements": ["N", "H", "H", "H", "H", "N", "O", "O", "O", "O", "H", "H", "O", "H", "H", "O", "H", "H", "O", "H", "H", "O", "H", "H", "O", "H", "H", "O", "H", "H", "O", "H", "H"],
  "coordinates": [[5.864000, 12.795000, 30.908000], [6.369000, 11.783000, 30.779000], [6.481000, 13.173000, 31.517000], [5.054000, 12.699000, 31.338000], [5.782000, 13.385000, 30.003000], [4.290000, 12.603000, 34.652000], [4.324000, 13.617000, 35.396000], [5.169000, 12.396000, 33.828000], [3.613000, 11.765000, 35.128000], [3.746000, 15.372000, 32.795000], [4.700000, 15.306000, 32.778000], [3.551000, 15.296000, 33.710000], [5.245000, 9.466000, 32.093000], [4.551000, 9.835000, 32.769000], [4.855000, 9.462000, 31.272000], [6.898000, 14.265000, 36.842000], [6.174000, 14.088000, 36.272000], [7.734000, 13.916000, 36.453000], [3.076000, 9.272000, 33.984000], [2.289000, 9.482000, 33.221000], [3.577000, 10.139000, 34.012000], [3.843000, 16.374000, 35.480000], [3.295000, 16.410000, 36.316000], [4.562000, 15.637000, 35.433000], [3.275000, 11.242000, 37.761000], [4.186000, 11.732000, 38.199000], [3.259000, 11.269000, 36.785000], [1.617000, 13.707000, 36.368000], [1.125000, 13.670000, 35.554000], [2.441000, 13.404000, 36.260000], [7.438000, 11.241000, 35.463000], [7.417000, 10.332000, 34.961000], [6.777000, 11.735000, 35.162000]],
  "forces_ev_per_a": [[4.4322, -2.8594, -6.6105], [-2.0358, 2.5700, -0.0728], [2.3796, 2.3178, 2.7380], [-5.2587, -0.7626, 2.8260], [0.2671, -1.4387, 1.8455], [2.6897, 2.7783, 4.5665], [0.7049, 2.4034, -1.3515], [0.7163, -0.1785, -3.0039], [-3.4800, -4.9501, -1.4127], [0.3237, -0.3360, -1.9907], [0.2651, 0.1669, 0.0859], [-0.6168, 0.1740, 1.7493], [0.3750, 1.6081, 4.2212], [1.8038, -1.5157, -2.0441], [-1.7413, -0.2587, -2.7999], [2.1872, 0.2169, 0.7754], [-0.9728, -0.5488, -1.0710], [-1.2981, 0.2388, 0.2835], [-2.4518, 1.8810, -3.7406], [3.2769, -0.8736, 3.3855], [-1.3253, -0.7971, 0.9017], [0.8450, -0.8086, 0.2620], [1.4661, -0.8914, -1.3327], [-2.3639, 1.7416, 1.2001], [3.3080, 1.6078, 2.3209], [-3.9936, -2.1173, -2.6722], [0.7111, 0.4264, 0.8939], [-5.2432, 2.1749, 1.4120], [0.1526, -0.1402, -0.3692], [4.8528, -1.8231, -0.9278], [4.7893, -5.9067, 0.6742], [-0.1915, 2.8920, 1.4853], [-4.5736, 3.0084, -2.2275]],
  "lowdin_charge": [0.340, 0.237, 0.081, 0.039, 0.211, -0.560, -0.056, -0.023, 0.012, -0.049, 0.016, -0.032, -0.069, 0.043, -0.031, -0.053, -0.044, 0.054, -0.148, 0.161, -0.012, -0.127, 0.078, 0.055, -0.157, 0.157, -0.029, 0.001, 0.037, -0.096, -0.038, 0.113, -0.108]
}

---

{
  "formula": "CH5CoO2",
  "method": "ωB97M-V with the def2-TZVPD basis set",
  "spin_multiplicity": 6,
  "max_force_ev_per_a": 4.1,
  "e_homo_ev": [-12.2, -16.5],
  "s_squared": 8.80,
  "orbital_gap_ev": [6.866, 7.722],
  "total_charge": 1,
  "elements": ["O", "Co", "H", "C", "H", "H", "H", "O", "H"],
  "coordinates": [[-0.314893, 1.159934, -0.040547], [-0.759307, 2.750943, 0.553971], [0.744005, 0.820377, -0.576816], [-0.532707, -0.690551, 0.141128], [-0.225611, -0.820517, 1.193622], [-1.616728, -0.673182, -0.056147], [-0.416848, -1.711680, -0.261898], [1.244380, -0.310368, -0.821392], [1.877709, -0.524954, -0.131924]],
  "forces_ev_per_a": [[1.5172, -3.4585, -1.5119], [-0.7419, 1.7727, 0.7872], [-0.9690, -0.8871, 0.4639], [-0.6549, 0.1885, 2.0290], [-0.3503, 0.7068, -0.5773], [0.1633, 0.9687, 0.1345], [1.2922, 0.3889, -1.2777], [-0.8425, 0.6381, -0.5505], [0.5859, -0.3181, 0.5029]],
  "lowdin_charge": [-0.517, 0.876, 0.087, 0.098, 0.100, 0.111, 0.122, 0.028, 0.095]
}